49
Properties=species:S:1:pos:R:3:forces:R:3 method="wB97M-V/def2-TZVPD" orbital_gap_ha=0.285 charge=0 homo_ev=-7.78 e_above_lowest_kj_mol=218.2
C -5.06983 3.64015 -0.48140 -0.12 -0.50 -0.17
O -5.01052 2.33514 -1.06457 0.23 0.46 0.25
C -3.86845 1.63728 -0.86827 0.61 -0.36 -0.03
C -2.74967 2.13172 -0.15461 -0.99 0.07 -0.42
C -1.65976 1.30700 0.02000 -0.17 -0.93 -0.56
C -1.63756 0.02369 -0.57009 -0.27 0.95 -0.27
C -0.44137 -0.79336 -0.43085 0.38 -1.73 0.43
C 0.02320 -1.19552 0.81224 0.14 0.31 0.34
C 1.15489 -2.14158 0.99258 0.00 0.26 -1.29
O 1.83603 -2.63617 0.08427 -0.86 0.05 1.51
C 1.36181 -2.27036 2.46772 0.27 0.05 0.64
C 0.47384 -1.43037 3.14688 0.26 -0.45 0.43
C 0.51100 -1.32010 4.54010 0.04 -0.08 -0.23
C 1.46259 -2.05182 5.24935 0.33 -0.35 -0.72
C 2.36770 -2.89395 4.55950 -0.60 0.56 0.11
C 2.32229 -2.99941 3.17026 -0.19 0.10 -0.11
C -0.42977 -0.73608 2.17664 -0.55 0.48 -0.70
O -1.33471 0.03668 2.49047 1.06 -0.90 -0.20
C -2.73722 -0.43973 -1.33537 0.74 0.45 0.59
C -3.85508 0.35388 -1.45723 -0.09 0.76 0.27
H -6.06585 3.97660 -0.75269 0.07 0.31 0.18
H -4.94808 3.58308 0.60871 -0.12 0.06 -0.21
H -4.29978 4.29755 -0.90210 -0.17 -0.05 0.01
H -2.74820 3.14847 0.24430 -0.01 -0.47 -0.05
H -0.81940 1.64718 0.61821 -0.11 -0.09 -0.17
H -0.14042 -1.38676 -1.31330 -0.37 0.04 0.79
H -0.18854 -0.67223 5.05815 0.04 -0.03 -0.12
H 1.52256 -1.97380 6.33094 -0.03 -0.02 -0.15
H 3.10379 -3.44431 5.12984 0.03 -0.04 -0.06
H 3.01656 -3.62634 2.62208 -0.02 0.00 0.09
H -2.71097 -1.43163 -1.78091 0.07 0.18 0.02
H -4.73597 0.05589 -2.01946 0.16 -0.05 0.12
C 3.58497 0.92793 -0.99630 0.28 0.23 -0.30
C 2.49803 -0.05468 -1.41723 0.04 -0.81 0.48
C 2.66849 -0.57107 -2.86705 0.18 0.46 0.05
C 1.35466 -0.22707 -3.59328 -0.22 -0.11 0.23
C 0.68930 0.84633 -2.72101 0.31 0.46 0.28
N 1.12404 0.46939 -1.35107 -0.49 0.97 -0.63
H 4.52259 0.36706 -0.84526 -0.28 0.27 -0.04
H 3.78132 1.70411 -1.76461 -0.18 -0.32 0.36
H 3.33110 1.42547 -0.05339 0.07 -0.10 -0.09
H 2.51689 -0.90779 -0.72053 0.20 0.49 -0.40
H 3.49097 -0.00211 -3.32692 -0.12 -0.34 0.03
H 2.91879 -1.63908 -2.87356 -0.11 0.30 -0.14
H 1.50188 0.08491 -4.63520 -0.07 -0.08 0.30
H 0.66370 -1.08372 -3.58311 0.33 0.08 -0.17
H 1.02309 1.89105 -2.90098 -0.16 -0.56 -0.42
H -0.40589 0.79459 -2.84698 0.36 0.20 0.35
H 1.03097 1.24389 -0.69491 0.12 -0.18 -0.24